1.
Density functional theory data (wB97M-V/def2-TZVPD) for a structure of composition C13H34O12S6Sr2 in a non-equilibrium geometry.

Last column: Mulliken charge in e.
Cartesian coordinates (Å):
Sr 18.314 -10.533 2.340  1.94
Sr 24.365 -10.967 3.013  1.99
S 21.322 -10.660 2.347  1.68
O 22.526 -10.430 1.523  -0.83
O 21.985 -11.256 3.537  -1.11
O 20.570 -9.448 2.672  -0.59
O 20.368 -11.573 1.755  -0.79
C 18.333 -15.370 2.063  -0.79
S 17.342 -14.043 2.784  0.39
O 17.795 -12.820 2.012  -0.66
C 15.760 -14.393 1.920  -0.95
H 18.085 -15.418 1.009  0.18
H 18.055 -16.279 2.599  0.44
H 19.383 -15.148 2.234  0.30
H 15.925 -14.477 0.847  0.30
H 15.095 -13.585 2.206  0.33
H 15.356 -15.364 2.215  0.41
C 20.404 -11.788 -1.741  -0.36
S 20.091 -13.356 -2.636  0.45
O 21.471 -13.872 -2.871  -0.60
C 19.414 -14.297 -1.237  -0.91
H 19.495 -11.494 -1.214  0.24
H 20.737 -11.116 -2.528  0.33
H 21.221 -11.933 -1.036  -0.16
H 18.413 -13.913 -1.021  0.29
H 20.035 -14.173 -0.351  0.24
H 19.339 -15.341 -1.531  0.44
C 20.686 -7.840 -2.503  -1.11
S 22.107 -7.960 -1.372  0.69
O 23.107 -6.993 -1.942  -0.69
C 21.385 -7.161 0.062  -0.55
H 20.367 -6.829 -2.748  0.41
H 19.829 -8.415 -2.145  0.29
H 21.088 -8.292 -3.411  0.36
H 21.121 -8.012 0.703  -0.26
H 20.482 -6.590 -0.159  0.43
H 22.036 -6.490 0.615  0.44
C 16.022 -7.171 2.506  -0.90
S 17.449 -7.119 3.647  0.39
O 17.944 -8.554 3.684  -0.69
C 18.645 -6.320 2.564  -0.58
H 15.936 -6.188 2.043  0.38
H 15.137 -7.424 3.082  0.35
H 16.193 -7.888 1.701  0.23
H 19.553 -6.022 3.087  0.28
H 18.272 -5.419 2.080  0.51
H 18.928 -7.107 1.862  -0.05
C 24.154 -11.622 -1.019  -0.55
S 25.861 -11.384 -0.479  0.41
O 25.780 -11.155 1.022  -0.76
C 26.361 -13.137 -0.683  -0.96
H 24.068 -12.183 -1.951  0.54
H 23.714 -10.634 -1.120  0.02
H 23.642 -12.215 -0.263  0.21
H 26.349 -13.345 -1.753  0.38
H 25.657 -13.845 -0.240  0.31
H 27.327 -13.289 -0.208  0.36
C 20.852 -8.882 5.835  0.26
C 21.245 -7.568 5.216  0.01
O 20.757 -6.640 6.191  -0.38
C 20.648 -7.295 7.389  0.58
O 20.347 -6.806 8.425  -0.47
O 20.906 -8.606 7.205  -0.40
H 21.443 -9.751 5.546  0.17
H 19.845 -9.167 5.495  -0.04
H 21.000 -7.386 4.178  -0.08
H 22.346 -7.510 5.252  0.29

- E: -3868.74838 Eh
- 2S+1: 1
- Charge: +2

***

2.
Density functional theory data (wB97M-V/def2-TZVPD) for the molecule C4H9NO in a non-equilibrium geometry.

Last column: Mulliken charge in e.
Cartesian coordinates (Å):
C 0.500 -1.114 -0.928  -1.40
C 0.364 0.262 -0.018  0.41
C 0.188 1.434 -0.985  -1.36
N -0.812 -0.023 0.791  -0.30
C -0.725 -0.283 2.141  0.10
O 0.138 0.130 2.887  -0.54
H 1.316 -1.060 -1.649  0.37
H -0.391 -1.341 -1.575  0.40
H 0.625 -2.061 -0.368  0.37
H 1.146 0.563 0.717  0.33
H 0.016 2.421 -0.533  0.37
H -0.643 1.217 -1.661  0.28
H 1.113 1.498 -1.567  0.35
H -1.267 -0.735 0.247  0.32
H -1.564 -0.909 2.500  0.31

- SMILES string: CC(C)NC=O
- 2S+1: 1
- Charge: 0
- Energy relative to the best compared isomer or geometry (same formula, charge and spin): 26.8 kcal per mole

***

3.
Density functional theory data (wB97M-V/def2-TZVPD) for the molecule C5H6N2 in a non-equilibrium geometry.

Last column: Mulliken charge in e.
Cartesian coordinates (Å):
C -0.287 -1.212 -0.863  -0.25
C -0.419 -1.032 0.432  -0.24
C 0.204 -0.008 1.238  -0.06
C -0.121 1.315 0.813  -0.33
N 1.080 0.916 0.375  -0.26
N 1.039 0.828 -1.161  -0.51
C 0.448 -0.267 -1.583  -0.08
H -0.818 -2.081 -1.396  0.26
H -1.293 -1.718 0.971  0.19
H 0.676 -0.275 2.129  0.37
H -0.998 1.526 0.206  0.25
H 0.048 2.305 1.486  0.21
H 0.441 -0.295 -2.649  0.42

- SMILES string: C1=C[C@@H]2CN2N=C1
- 2S+1: 1
- Charge: 0
- Energy relative to the best compared isomer or geometry (same formula, charge and spin): 104.6 kcal per mole

***

4.
Density functional theory data (wB97M-V/def2-TZVPD) for a cluster of 3 separate species, C3H10NO4 in total in a non-equilibrium geometry.

Last column: Mulliken charge in e.
Cartesian coordinates (Å):
O 3.922 2.173 -0.053  -0.52
C 2.975 1.753 -0.680  -0.01
C 2.108 0.648 -0.117  -0.37
N 0.946 0.367 -0.886  -0.33
C 0.023 -0.708 -0.433  -0.41
O -0.966 -0.277 0.356  -1.00
H 2.729 2.183 -1.669  0.36
H 1.951 1.031 0.917  0.24
H 2.740 -0.223 0.082  0.29
H 0.479 1.252 -1.050  0.21
H 0.690 -1.529 -0.083  0.19
H -0.340 -1.132 -1.402  0.26
H -4.060 0.725 0.864  0.28
H -2.642 0.237 0.917  0.45
O -3.461 0.253 1.460  -0.65
H -2.578 -2.648 1.209  0.28
H -2.029 -1.599 0.305  0.42
O -2.488 -2.505 0.261  -0.69

- 2S+1: 1
- Charge: -1
- Energy relative to the best compared isomer or geometry (same formula, charge and spin): 65.3 kcal per mole

***

5.
Density functional theory data (wB97M-V/def2-TZVPD) for a cluster of 5 separate species, C3H16O5 in total in a non-equilibrium geometry.

Last column: Mulliken charge in e.
Cartesian coordinates (Å):
C 3.059 -0.418 -0.359  -1.20
C 2.075 0.768 -0.333  -0.11
C 1.308 0.877 -1.635  -0.66
O 0.323 -0.120 -1.854  -0.50
H 3.820 -0.327 -1.123  0.37
H 3.592 -0.468 0.596  0.35
H 2.501 -1.347 -0.464  0.27
H 2.571 1.691 -0.050  0.42
H 1.396 0.421 0.442  0.10
H 1.998 0.811 -2.475  0.35
H 0.840 1.860 -1.694  0.34
H 0.522 -0.953 -1.396  0.29
O -1.368 2.024 0.010  -0.66
H -1.571 1.416 0.738  0.33
H -0.992 1.492 -0.699  0.38
O -2.939 0.635 2.641  -0.67
H -3.571 1.316 2.395  0.32
H -2.573 0.870 3.499  0.33
O -0.446 -0.747 1.690  -0.57
H -1.022 -1.332 1.189  0.31
H -1.020 -0.117 2.139  0.24
O -0.958 -2.620 -0.863  -0.61
H -1.567 -3.194 -1.355  0.27
H -0.741 -3.126 -0.071  0.33

- SMILES string: CCCO.O.O.O.O
- 2S+1: 1
- Charge: 0
- Energy relative to the best compared isomer or geometry (same formula, charge and spin): 16.0 kcal per mole

***

6.
Density functional theory data (wB97M-V/def2-TZVPD) for the molecule C5H7NO.

Last column: Mulliken charge in e.
Cartesian coordinates (Å):
C -0.961 -0.149 1.657  -0.29
N -1.471 0.514 0.710  -0.46
C -0.612 0.948 -0.353  -0.01
C 0.873 1.101 -0.232  -0.64
C 0.293 -0.073 -1.003  -0.04
C 0.435 -1.515 -0.586  -0.15
O -0.236 -2.151 0.195  -0.46
H 0.116 -0.320 1.794  0.19
H -1.611 -0.682 2.346  0.27
H -1.099 1.643 -1.034  0.36
H 1.358 0.966 0.731  0.23
H 1.317 1.889 -0.831  0.26
H 0.438 0.008 -2.077  0.38
H 1.258 -2.035 -1.118  0.35

- SMILES string: C=N[C@H]1C[C@H]1C=O
- 2S+1: 1
- Charge: 0
- Energy relative to the best compared isomer or geometry (same formula, charge and spin): 59.7 kcal per mole

***

7.
Density functional theory data (wB97M-V/def2-TZVPD) for a structure of composition C12H27Cl2N2OP2SV in a non-equilibrium geometry.

Last column: Mulliken charge in e.
Cartesian coordinates (Å):
C -1.651 1.803 -1.143  -1.05
C -0.552 0.799 -1.280  0.31
H -2.246 1.845 -2.070  0.43
H -1.239 2.802 -0.943  0.31
H -2.333 1.538 -0.323  0.19
O -0.583 -0.330 -0.702  -0.31
Cl 2.440 1.609 2.645  -0.34
V 1.144 1.181 0.918  0.06
P 0.527 0.910 -2.797  1.21
C -0.026 -0.453 -3.836  -1.36
C 0.145 2.450 -3.620  -1.29
H 0.797 2.535 -4.500  0.43
H 2.733 0.551 -3.579  0.48
H 0.337 3.299 -2.952  0.37
H 2.706 1.707 -2.201  0.37
H -0.829 -0.106 -4.497  0.43
H -0.900 2.464 -3.958  0.47
C 2.299 0.766 -2.590  -1.15
H 0.814 -0.802 -4.449  0.44
H 2.560 -0.043 -1.891  0.28
H -0.398 -1.278 -3.215  0.38
P -0.698 0.929 2.292  1.48
C -2.025 -0.273 1.944  -1.20
C -0.363 0.603 4.060  -1.32
H -0.921 3.311 1.815  0.40
H -1.637 2.853 3.389  0.43
H -2.510 2.484 1.865  0.40
C -1.524 2.557 2.338  -1.37
H -0.030 1.535 4.532  0.49
H -1.276 0.238 4.549  0.46
H -2.563 -0.493 2.876  0.51
H -1.586 -1.197 1.548  0.16
H 0.435 -0.142 4.161  0.39
H -2.720 0.127 1.198  0.43
Cl 1.268 3.089 -0.225  -0.44
C 1.026 -2.781 2.655  -0.80
N 0.845 -2.988 1.225  0.18
C 0.070 -3.978 0.644  -0.33
C 0.153 -3.818 -0.704  -0.50
N 0.986 -2.734 -0.925  0.05
C 1.369 -2.192 0.260  0.21
S 2.286 -0.780 0.535  -0.35
H 2.039 -2.414 2.848  0.36
H 0.298 -2.057 3.046  0.19
H 0.874 -3.741 3.155  0.38
H -0.459 -4.697 1.246  0.47
H -0.295 -4.367 -1.512  0.46
H 1.211 -2.325 -1.829  0.20

- E: -3603.03617 Eh
- 2S+1: 3
- Charge: +2

***

Number 1: molar mass 750.0 g/mol. Number 2: molar mass 87.1 g/mol. Number 3: molar mass 94.1 g/mol. Number 4: molar mass 124.1 g/mol. Number 5: molar mass 132.2 g/mol. Number 6: molar mass 97.1 g/mol. Number 7: molar mass 431.2 g/mol.